{"formula": "C31H31N7S2Ti", "method": "the ωB97M-V functional and the def2-TZVPD basis", "symbols": ["Ti", "S", "C", "C", "C", "C", "N", "C", "C", "C", "S", "C", "N", "H", "H", "C", "C", "C", "C", "C", "C", "C", "C", "C", "C", "C", "C", "N", "C", "C", "C", "C", "C", "N", "C", "C", "C", "C", "H", "H", "H", "H", "H", "H", "H", "H", "H", "H", "H", "H", "H", "H", "H", "H", "H", "H", "H", "H", "H", "H", "H", "H", "H", "H", "H", "H", "H", "N", "C", "N", "C", "N"], "coordinates": [[-0.25249, 0.39970, 0.21006], [-2.57143, 0.24882, -0.47409], [-2.81449, -1.40022, -0.97864], [-4.10897, -1.86837, -1.19106], [-4.34513, -3.17238, -1.61315], [-5.68905, -3.62170, -1.81539], [-6.77580, -3.96245, -1.97797], [-3.25508, -4.03348, -1.83484], [-1.96255, -3.56613, -1.62442], [-1.72150, -2.26408, -1.19507], [-0.08348, -1.72484, -0.93545], [-3.46763, -5.37955, -2.27091], [-3.63538, -6.46479, -2.61397], [-4.94409, -1.20203, -1.02182], [-1.12376, -4.22767, -1.79537], [3.49030, -1.97613, -0.13340], [4.44159, -0.95180, -0.76180], [5.44703, -0.41573, 0.26983], [3.78033, 0.09051, -1.68182], [4.48043, 0.34996, -2.85774], [3.94954, 1.11487, -3.87775], [2.65227, 1.57724, -3.76338], [1.90436, 1.35098, -2.61761], [0.47386, 1.85401, -2.59120], [-0.30673, 1.44418, -3.84051], [0.42199, 3.36695, -2.36972], [2.50360, 0.68961, -1.52573], [1.79049, 0.60699, -0.30816], [2.39099, 0.91311, 0.80482], [1.77122, 0.67457, 2.05151], [2.23593, 0.88104, 3.34907], [1.22889, 0.41738, 4.19718], [0.17709, -0.03786, 3.39330], [0.51031, 0.10431, 2.09345], [-1.17093, -0.57777, 3.80815], [-1.14983, -0.91896, 5.29797], [-2.24241, 0.49400, 3.55439], [-1.50682, -1.83933, 3.00069], [4.06926, -2.83518, 0.21458], [2.75925, -2.32917, -0.85964], [2.94696, -1.58057, 0.72249], [5.05519, -1.52320, -1.46358], [4.96033, -0.07008, 1.18016], [6.04261, 0.40038, -0.14516], [6.12798, -1.21875, 0.56193], [5.46060, -0.09762, -2.98505], [4.52294, 1.30407, -4.77684], [2.20749, 2.12155, -4.58704], [-0.08371, 1.37775, -1.78048], [0.06728, 1.94035, -4.73805], [-1.35522, 1.72009, -3.71486], [-0.25216, 0.36401, -3.98521], [0.88406, 3.89127, -3.20919], [0.95652, 3.64303, -1.46085], [-0.60967, 3.71067, -2.27779], [3.38444, 1.34624, 0.78147], [3.19161, 1.30080, 3.62653], [1.25239, 0.40494, 5.27506], [-0.96243, -0.02665, 5.90008], [-0.37552, -1.65743, 5.52026], [-2.11525, -1.33150, 5.59804], [-2.00686, 1.41485, 4.09267], [-3.21949, 0.13409, 3.88556], [-2.31449, 0.72801, 2.49163], [-0.74666, -2.60905, 3.14934], [-1.56093, -1.61832, 1.93461], [-2.47476, -2.23895, 3.31173], [-1.47825, 6.56010, -0.52509], [-1.26435, 5.69481, 0.21529], [-1.00737, 4.76944, 1.13184], [-0.78879, 3.55917, 0.79733], [-0.55166, 2.43544, 0.57580]], "homo_lumo_gap_ev": [7.2, 7.5], "fmax_ev_per_a": 0.8, "e_homo_ev": [-5.4, -5.7], "charge": -1, "multiplicity": 2, "energy_ha": -3229.26172, "s_squared": 0.76}